{"formula": "C45H47Ge3N4SeTi", "method": "ωB97M-V/def2-TZVPD", "charge": 2, "spin_multiplicity": 4, "e_above_lowest_ev": 0.000, "homo_ha": [-0.4704, -0.4689], "gap_ev": [5.9, 5.3], "species": ["Ti", "Se", "N", "C", "C", "C", "C", "C", "N", "C", "C", "N", "C", "C", "C", "C", "C", "N", "H", "H", "H", "H", "H", "H", "C", "C", "Ge", "C", "C", "C", "C", "Ge", "C", "C", "C", "C", "C", "C", "C", "C", "C", "C", "H", "H", "H", "H", "H", "H", "H", "H", "H", "H", "H", "H", "H", "H", "H", "H", "H", "H", "H", "H", "H", "H", "H", "H", "H", "H", "C", "Ge", "C", "C", "C", "C", "C", "C", "C", "C", "C", "C", "C", "C", "C", "C", "C", "C", "H", "H", "H", "H", "H", "H", "H", "H", "H", "H", "H", "H", "H", "H", "H"], "xyz": [[0.03429, 0.24901, -0.10006], [-4.66401, 4.54543, 3.90298], [-4.63173, 2.80114, 3.56194], [-3.54050, 2.58423, 2.87917], [-3.12803, 1.25024, 2.42639], [-3.81552, 0.08030, 2.79402], [-3.33315, -1.13060, 2.38949], [-2.18821, -1.16238, 1.59278], [-1.54093, -0.06543, 1.22294], [-2.00065, 1.13862, 1.64913], [-1.18294, 2.33863, 1.31059], [-0.08199, 2.14956, 0.54498], [0.76955, 3.15550, 0.33259], [0.54418, 4.42154, 0.85329], [-0.59478, 4.63467, 1.59077], [-1.48273, 3.57819, 1.82983], [-2.71702, 3.72792, 2.60711], [-3.13228, 4.87721, 3.06611], [-4.70686, 0.16160, 3.40582], [-3.82082, -2.05578, 2.66188], [-1.78413, -2.10278, 1.24837], [1.64383, 2.93058, -0.26186], [1.25656, 5.21430, 0.67146], [-0.81792, 5.61043, 2.00872], [3.72719, 2.08898, -2.62503], [2.30229, 1.52749, -2.70299], [2.13942, -0.12956, -1.64694], [2.41688, -1.64664, -2.82965], [3.83513, -1.60596, -3.41745], [3.61259, -0.20676, -0.37020], [3.54541, -0.58617, 0.90815], [1.75122, -0.77867, 1.66461], [1.11480, -2.56891, 2.09962], [1.95580, -3.37193, 3.10679], [1.26309, 0.53688, 3.04584], [1.98000, 0.38223, 4.39617], [4.76016, -0.84320, 1.75232], [4.64579, -1.23586, 3.08080], [5.76195, -1.48107, 3.87280], [7.02869, -1.34019, 3.33313], [7.16750, -0.95734, 2.00340], [6.05017, -0.71283, 1.22594], [3.80765, 2.99624, -3.22851], [4.46976, 1.38281, -2.99677], [4.01017, 2.34486, -1.60137], [2.02110, 1.25400, -3.72223], [1.58787, 2.28835, -2.38625], [1.66944, -1.60890, -3.62130], [2.25382, -2.56746, -2.26693], [3.99581, -0.71899, -4.03348], [3.99533, -2.47361, -4.06029], [4.60639, -1.62996, -2.64638], [4.59677, -0.04776, -0.81036], [1.04322, -3.11776, 1.15975], [0.10149, -2.44011, 2.48449], [2.96688, -3.54930, 2.74429], [1.48863, -4.34360, 3.27538], [2.02698, -2.87608, 4.07528], [0.18501, 0.43709, 3.19008], [1.44819, 1.53137, 2.64051], [1.85827, -0.61370, 4.82408], [1.55390, 1.09345, 5.10675], [3.04488, 0.58885, 4.31878], [3.66740, -1.36916, 3.52166], [5.63900, -1.78228, 4.90584], [7.90556, -1.53149, 3.93929], [8.15479, -0.85336, 1.57084], [6.19416, -0.41904, 0.19490], [-1.22984, 2.30865, -2.90808], [-1.57118, 0.53221, -2.20549], [-1.40228, -0.76642, -3.62382], [-1.87089, -0.39262, -4.88691], [-1.86983, -1.30759, -5.93415], [-1.38746, -2.59360, -5.73384], [-0.90200, -2.97072, -4.48806], [-0.91097, -2.06001, -3.44242], [-3.30608, 0.58147, -1.35030], [-3.82640, 1.84372, -1.16579], [-5.11214, 2.04308, -0.60844], [-5.84941, 0.96651, -0.21849], [-5.34945, -0.35492, -0.37238], [-6.12275, -1.47354, 0.03671], [-5.64783, -2.74484, -0.10689], [-4.36895, -2.95594, -0.67510], [-3.60707, -1.89492, -1.07382], [-4.06814, -0.56093, -0.93866], [-2.08554, 2.59834, -3.52211], [-0.33978, 2.28333, -3.53355], [-1.09450, 3.05734, -2.12810], [-2.24437, 0.61045, -5.06672], [-2.25021, -1.01531, -6.90465], [-1.38320, -3.30231, -6.55173], [-0.51649, -3.97163, -4.33533], [-0.51251, -2.36949, -2.48311], [-3.25864, 2.71779, -1.46437], [-5.50546, 3.04691, -0.50502], [-6.83539, 1.10387, 0.21233], [-7.11118, -1.30005, 0.44839], [-6.25149, -3.59179, 0.19556], [-4.00065, -3.96658, -0.80695], [-2.64267, -2.07755, -1.52255]], "forces_ev_per_angstrom": [[-0.14, -0.29, -0.23], [-0.18, 0.16, 0.15], [0.09, 0.25, 0.00], [0.20, -0.38, -0.17], [-0.55, 0.29, 0.38], [-0.13, 0.43, 0.11], [0.20, -0.35, -0.15], [-0.15, -0.07, 0.07], [-0.55, -0.10, 0.68], [0.61, 0.44, -0.28], [-0.26, -0.76, 0.10], [-0.12, 0.90, 0.44], [-0.13, 0.07, 0.04], [0.24, -0.06, -0.18], [-0.31, 0.16, 0.21], [-0.35, 0.46, 0.25], [0.37, -0.10, -0.26], [-0.21, -0.17, 0.09], [0.06, 0.02, -0.03], [0.01, 0.01, -0.02], [0.01, -0.07, -0.05], [0.08, -0.02, -0.05], [-0.02, -0.03, 0.00], [-0.01, -0.06, -0.02], [-0.06, 0.10, -0.11], [-0.06, 0.24, 0.10], [0.71, -0.47, 0.34], [-0.01, -0.16, -0.18], [-0.07, -0.12, -0.06], [0.17, 0.06, -0.14], [0.48, -0.06, 0.29], [1.04, -0.35, -0.16], [-0.03, -0.24, 0.14], [-0.09, -0.04, -0.06], [-0.15, 0.16, 0.04], [-0.08, 0.05, 0.01], [-0.10, 0.10, -0.27], [-0.02, -0.06, 0.08], [-0.04, 0.02, -0.06], [0.04, -0.01, 0.03], [-0.02, 0.00, 0.00], [0.03, 0.03, 0.00], [0.02, -0.05, 0.03], [-0.03, -0.02, 0.00], [-0.04, -0.01, -0.01], [0.04, 0.02, -0.04], [-0.02, 0.04, -0.04], [0.02, -0.05, -0.04], [0.02, -0.03, -0.02], [-0.03, 0.00, 0.03], [0.01, 0.04, 0.01], [-0.04, 0.00, 0.01], [-0.04, -0.01, 0.03], [-0.04, -0.08, -0.03], [-0.04, -0.08, 0.04], [0.00, 0.02, -0.03], [0.02, 0.02, -0.01], [-0.02, 0.02, -0.03], [-0.03, 0.04, 0.08], [0.03, 0.08, 0.06], [-0.03, 0.00, -0.04], [0.02, -0.03, -0.01], [-0.01, 0.03, -0.03], [-0.04, -0.01, 0.01], [-0.01, 0.00, -0.04], [-0.04, 0.01, -0.03], [-0.04, 0.00, 0.01], [0.03, -0.01, 0.03], [0.20, 0.23, -0.07], [-0.31, -0.25, -1.15], [0.01, -0.26, -0.18], [0.06, -0.07, 0.00], [0.01, 0.03, 0.07], [0.00, 0.01, -0.01], [-0.01, 0.03, -0.03], [-0.07, 0.05, -0.10], [-0.18, 0.01, 0.34], [-0.18, 0.05, 0.14], [0.23, 0.07, -0.08], [-0.04, -0.16, 0.03], [-0.14, 0.02, 0.06], [0.01, 0.12, 0.00], [0.14, -0.08, -0.04], [-0.18, -0.05, 0.12], [-0.01, 0.19, 0.00], [0.00, 0.03, -0.06], [0.04, 0.02, 0.01], [-0.04, 0.03, -0.02], [0.00, 0.05, -0.04], [-0.01, -0.05, 0.01], [0.03, 0.00, 0.02], [-0.01, 0.01, 0.01], [-0.01, 0.04, 0.00], [0.01, 0.00, 0.12], [-0.05, -0.01, 0.01], [0.02, -0.02, -0.01], [0.03, -0.02, -0.02], [0.05, 0.00, -0.01], [0.04, 0.03, -0.02], [-0.03, 0.04, 0.00], [0.12, -0.01, -0.09]]}

{"formula": "C30H58Br6O14S7", "method": "ωB97M-V/def2-TZVPD", "charge": 1, "spin_multiplicity": 2, "homo_ha": [-0.4124, -0.4124], "gap_ev": [6.5, 2.0], "species": ["C", "Br", "Br", "Br", "H", "C", "Br", "Br", "Br", "H", "C", "C", "C", "S", "O", "O", "C", "H", "H", "H", "H", "H", "H", "H", "H", "C", "C", "C", "S", "O", "O", "C", "H", "H", "H", "H", "H", "H", "H", "H", "C", "C", "C", "S", "O", "O", "C", "H", "H", "H", "H", "H", "H", "H", "H", "C", "C", "C", "S", "O", "O", "C", "H", "H", "H", "H", "H", "H", "H", "H", "C", "C", "C", "S", "O", "O", "C", "H", "H", "H", "H", "H", "H", "H", "H", "C", "C", "C", "S", "O", "O", "C", "H", "H", "H", "H", "H", "H", "H", "H", "C", "C", "C", "S", "O", "O", "C", "H", "H", "H", "H", "H", "H", "H", "H"], "xyz": [[16.99022, -22.56777, 23.23176], [17.13926, -20.57856, 23.35629], [16.03226, -23.36375, 24.77629], [18.84376, -23.05677, 22.99852], [16.39899, -22.77842, 22.34059], [27.82523, -18.03706, 22.13688], [26.43804, -17.71397, 20.73472], [27.75207, -16.61616, 23.53267], [29.63132, -18.38246, 21.53437], [27.53029, -18.89029, 22.74771], [19.23049, -18.45780, 16.79246], [20.56720, -18.54472, 17.66445], [20.03402, -18.70608, 19.09753], [18.43780, -17.71836, 19.23505], [18.62759, -16.44089, 19.83620], [17.48033, -18.69614, 19.78196], [18.30130, -17.39800, 17.45646], [18.67141, -19.38661, 16.90578], [19.40312, -18.36361, 15.72034], [21.23908, -17.69113, 17.57459], [21.15372, -19.42466, 17.40026], [20.54819, -18.40620, 20.01066], [19.82309, -19.76591, 19.24021], [18.64634, -16.36675, 17.38186], [17.28587, -17.40686, 17.06035], [20.17452, -14.87395, 23.40326], [20.57161, -16.11029, 22.59420], [19.52100, -17.17705, 22.97422], [18.92575, -16.86324, 24.75775], [19.67790, -17.80110, 25.59721], [17.50680, -16.77156, 24.85530], [19.77227, -15.17933, 24.89266], [19.45330, -14.28039, 22.84146], [21.06874, -14.25144, 23.37215], [21.51402, -16.54131, 22.93210], [20.73962, -16.09046, 21.51741], [19.66867, -18.25262, 22.87710], [18.73976, -16.87987, 22.27463], [20.70144, -15.28744, 25.45218], [19.09522, -14.41961, 25.28324], [23.44674, -15.87745, 28.79824], [22.22378, -16.21463, 27.93379], [22.62528, -16.95332, 26.64491], [24.43094, -17.38302, 26.80456], [25.22204, -16.39873, 26.02924], [24.60427, -18.81776, 26.61440], [24.56679, -16.89640, 28.66894], [23.12256, -15.74865, 29.83092], [23.85666, -14.92277, 28.46861], [21.72009, -15.28446, 27.67079], [21.38378, -16.73069, 28.39873], [22.48546, -16.28435, 25.79578], [22.04608, -17.87586, 26.68397], [25.61769, -16.71379, 28.89336], [24.36165, -17.80053, 29.24216], [23.50742, -27.12921, 21.42841], [22.97814, -28.01932, 20.28974], [21.98362, -27.07749, 19.51434], [21.24560, -25.96669, 20.69134], [19.88872, -26.36177, 21.09692], [21.56848, -24.61209, 20.33583], [22.34584, -26.40365, 22.12462], [24.25820, -26.40241, 21.11826], [24.19642, -27.66778, 22.07903], [22.51808, -28.83897, 20.84165], [23.80679, -28.43518, 19.71658], [21.31493, -27.39870, 18.71573], [22.83019, -26.48944, 19.15992], [21.77254, -27.02994, 22.80813], [22.63975, -25.50659, 22.66961], [17.72872, -20.10566, 28.74459], [19.12900, -19.68955, 28.97319], [19.94552, -21.02948, 29.21746], [19.27272, -22.26284, 28.00264], [19.03202, -23.53158, 28.60584], [20.08484, -22.00868, 26.79934], [17.69113, -21.31156, 27.71918], [17.19464, -19.22272, 28.39347], [17.38629, -20.51286, 29.69592], [19.21523, -19.01528, 29.82526], [19.45413, -19.14456, 28.08698], [19.86654, -21.39080, 30.24280], [20.99338, -21.17230, 28.95346], [16.85891, -22.00499, 27.59807], [17.88153, -20.86653, 26.74256], [28.51513, -22.03192, 23.15662], [27.58337, -21.90834, 24.39427], [26.26644, -22.66583, 24.03418], [26.74953, -24.17093, 23.04808], [25.92460, -24.28365, 21.81261], [27.21948, -25.29620, 23.79544], [28.45934, -23.48785, 22.74863], [29.48012, -21.65264, 23.49281], [28.14756, -21.45113, 22.31064], [27.29435, -20.87868, 24.60491], [28.04325, -22.21168, 25.33480], [25.59355, -22.07944, 23.40851], [25.83055, -23.09799, 24.93492], [29.00437, -23.75164, 21.84229], [28.98415, -24.07536, 23.50196], [21.69522, -21.12861, 23.77244], [22.20309, -21.96358, 22.63909], [22.98272, -20.98863, 21.70843], [23.53966, -19.55686, 22.80252], [22.98019, -18.37472, 22.19053], [25.00220, -19.60160, 23.08728], [22.59655, -20.04703, 24.25359], [21.37314, -21.83096, 24.54126], [20.83603, -20.64167, 23.31115], [21.46669, -22.41788, 21.97620], [22.91796, -22.71080, 22.98365], [22.29998, -20.60402, 20.95077], [23.84834, -21.44313, 21.22651], [22.19305, -19.23420, 24.85741], [23.27756, -20.53612, 24.95010]], "forces_ev_per_angstrom": [[-1.14, -0.07, 0.99], [0.57, -1.25, -0.07], [1.05, 0.65, -1.25], [-0.76, 0.65, 0.17], [0.37, 0.01, 0.09], [-0.64, 0.47, 0.83], [1.29, -0.24, 0.83], [0.11, -0.50, -0.92], [-0.65, 0.25, -0.12], [-0.20, 0.00, -0.68], [0.42, 0.23, 1.16], [-0.98, 0.16, 0.12], [-0.82, 0.34, 0.28], [0.15, -3.31, -1.07], [0.14, 0.78, 1.00], [0.55, 1.44, -0.51], [0.47, -0.17, -0.58], [0.26, -0.35, 0.03], [0.03, 0.51, 0.17], [-0.34, 0.21, -0.24], [-0.11, 0.00, -0.08], [0.78, 0.35, -0.44], [-0.64, 0.12, 0.05], [0.26, -0.08, -0.13], [-0.07, -0.31, 0.38], [0.73, 0.82, -0.57], [0.65, -2.56, 2.01], [-1.57, 1.05, -0.11], [3.51, 0.57, -1.29], [-0.81, 0.38, -0.30], [-0.87, -0.12, 0.10], [-0.17, -0.79, -2.02], [-0.50, -0.21, 0.32], [-0.02, 0.28, 0.46], [0.40, 0.49, 0.34], [-0.70, 0.73, 0.02], [0.60, 0.13, 0.10], [-0.88, -0.44, 0.46], [-0.45, -0.17, 0.31], [0.06, -0.28, 0.14], [0.53, 0.58, 0.44], [-0.30, 0.51, -0.53], [0.56, -0.01, 1.13], [0.47, 1.40, 0.39], [-1.33, -1.71, 1.22], [-0.03, 0.96, 0.02], [-0.71, -1.66, -1.40], [0.21, -0.03, 0.06], [-0.16, 0.14, 0.00], [0.28, 0.28, -0.11], [0.55, -0.51, 0.55], [0.21, -0.67, -0.28], [0.28, 0.01, -0.93], [-0.21, 0.89, -0.31], [-0.33, -0.25, -0.24], [1.18, 0.50, 0.28], [-1.12, -0.09, 1.68], [2.15, -0.34, 0.08], [-0.04, -1.28, 2.89], [0.96, 0.71, -0.98], [-0.57, 0.69, -0.47], [0.01, -0.47, -0.88], [-0.40, 0.55, -0.74], [-0.69, -0.56, 0.51], [-0.42, -0.31, -0.51], [-0.33, 0.28, -0.39], [0.09, -0.19, 0.35], [-0.77, 0.85, -1.03], [-0.07, -0.18, -0.25], [0.01, 0.11, -0.36], [-1.21, -1.90, -0.02], [2.35, -1.04, -0.36], [-0.28, -0.36, -0.61], [-0.44, 3.90, 0.01], [0.16, -0.94, -0.26], [-0.69, -1.21, 0.82], [1.33, 0.83, -0.40], [-0.58, -0.43, 0.12], [-0.71, 0.38, 0.04], [0.02, -0.14, 0.03], [0.51, -0.10, -0.04], [-0.48, -0.09, -0.07], [0.19, 1.03, 0.01], [-0.13, 0.28, 0.74], [-0.02, -0.10, -0.21], [-0.77, 0.09, 0.61], [-1.07, 0.21, -1.02], [0.69, -1.24, 0.71], [2.38, 2.54, -3.16], [0.75, -0.05, 2.43], [-1.95, -1.51, 1.11], [0.87, -0.07, 0.51], [0.25, -0.29, -0.56], [0.00, 0.46, 0.19], [-0.03, 0.19, -0.29], [0.04, -0.68, -0.27], [0.03, -0.06, 0.18], [-0.52, 0.31, -0.07], [-0.80, 0.15, -0.48], [-0.03, 0.06, 0.10], [-2.67, -0.34, -0.37], [2.56, 0.61, -1.29], [0.20, 0.00, 0.87], [2.18, -0.67, -0.65], [-0.12, 0.21, 0.30], [-2.83, -0.22, -0.45], [1.52, -0.93, 0.89], [-0.23, 0.58, 0.46], [-0.70, 0.16, 0.43], [-0.23, -0.30, 0.51], [-0.16, -0.28, 0.00], [0.25, 0.44, 0.10], [0.03, 0.15, 0.10], [-0.38, 0.16, -0.70], [0.64, 0.25, -0.14]]}

- The lowest charge belongs to which entry?
  C30H58Br6O14S7

- Which value of charge does entry 2 give?
  +1

- Number 1 is which compound?
  C45H47Ge3N4SeTi